The following is a quantum chemistry calculation of C42H37BCl5N10O3Rb as an isolated structure, from OMol25.

XYZ file:
```
99
Properties=species:S:1:pos:R:3
Rb 0.02339 -1.60551 -0.04977
C -2.08430 -1.35156 2.64866
C -2.30889 -0.06544 2.13081
N -2.98032 -0.11424 0.98494
N -3.18366 -1.42162 0.73081
C -2.66693 -2.18578 1.71892
B -3.90655 -1.88946 -0.54959
N -3.55613 -3.37756 -0.75756
C -4.39770 -4.43016 -0.77715
C -3.64650 -5.57816 -0.93454
C -2.32242 -5.10438 -0.99718
N -2.28382 -3.78768 -0.89092
N -3.44757 -1.05517 -1.76865
C -4.24654 -0.57054 -2.73745
C -3.44864 -0.06985 -3.74660
C -2.14174 -0.31296 -3.28537
N -2.15398 -0.89969 -2.09845
H -1.52347 -1.62882 3.52501
H -1.99332 0.88607 2.53053
H -2.70286 -3.26101 1.66690
H -5.11366 -1.78554 -0.47280
H -5.46046 -4.28114 -0.67687
H -3.99554 -6.59574 -0.98555
H -1.40207 -5.65939 -1.10314
H -5.31812 -0.62143 -2.63693
H -3.76062 0.39567 -4.66672
H -1.19930 -0.06757 -3.75146
C -0.61672 6.33385 -1.71686
O 0.03572 5.76388 -0.60178
C -0.76505 5.29455 0.41383
C -2.01202 5.81196 0.70496
C -2.76996 5.26005 1.73514
C -2.26078 4.19464 2.45455
C -1.00232 3.67800 2.16841
C -0.23154 4.21776 1.14510
N 1.02786 3.75755 0.75851
C 1.44805 2.40631 0.93002
N 1.64872 2.10276 2.23155
C 1.92115 0.85468 2.88346
C 1.66960 -0.37977 2.29733
C 1.97232 -1.46764 3.14624
C 2.45772 -1.34387 4.43856
C 2.67359 -0.07946 4.98554
C 2.40101 1.02093 4.19545
O 2.56049 2.33449 4.63897
C 2.94776 2.51353 5.97363
N 1.70440 1.64765 -0.07250
C 1.34004 2.07429 -1.35071
C 2.31000 2.24090 -2.33207
C 1.98003 2.63027 -3.62683
C 0.65566 2.85394 -3.95672
C -0.34263 2.67482 -2.99992
C -0.01294 2.27816 -1.71094
O -0.91508 2.05743 -0.72889
C -2.27760 2.34545 -1.00052
H -0.97564 7.34578 -1.50259
H -1.45666 5.71161 -2.03634
H 0.12049 6.37627 -2.51582
H -2.40504 6.63369 0.12059
H -3.75399 5.65500 1.95219
H -2.85054 3.73462 3.23737
H -0.63100 2.82027 2.71043
H 1.26430 4.09949 -0.16345
H 1.71140 2.90974 2.82965
H 1.81108 -2.47906 2.77618
H 2.66637 -2.22385 5.04129
H 3.04174 0.02601 5.99720
H 2.98539 3.58883 6.14588
H 3.93678 2.08482 6.16996
H 2.23000 2.06194 6.66719
H 3.33856 2.03787 -2.05808
H 2.75933 2.74439 -4.37065
H 0.38124 3.14901 -4.96282
H -1.37969 2.81323 -3.27362
H -2.82090 2.08327 -0.09902
H -2.65593 1.73611 -1.82315
H -2.40066 3.41158 -1.22985
Cl 3.05389 -4.56813 -2.40251
C 2.15754 -5.45304 -1.14889
C 1.48659 -4.72765 -0.19046
C 0.83422 -5.49991 0.74747
Cl -0.04442 -4.66815 2.04052
C 0.81104 -6.89117 0.75319
Cl -0.04978 -7.79772 1.96441
C 1.49994 -7.57228 -0.24854
Cl 1.50410 -9.30734 -0.28511
C 2.18884 -6.84424 -1.21526
Cl 3.05736 -7.69751 -2.46201
C 4.99668 -1.11881 -2.56071
C 4.57902 -0.96309 -1.25024
C 3.21640 -0.92318 -0.98162
N 2.29315 -1.03586 -1.93640
C 2.70345 -1.19105 -3.18989
C 4.03928 -1.23303 -3.55788
H 6.05235 -1.15960 -2.80375
H 5.28823 -0.87738 -0.43765
H 2.84920 -0.77499 0.03314
H 1.92331 -1.28933 -3.93814
H 4.31717 -1.36561 -4.59560
```

The total charge is -2. Its spin multiplicity is 1. The largest force on an atom is 0.0054 Eh/bohr. For the energy relative to the best compared isomer or geometry (same formula, charge and spin), the calculation gives 0.0 kcal/mol. As for the frontier orbital gap: 5.411 eV.